[1]
Molecular formula: C12H28N6O6PtS
Method: DFT, ωB97M-V with the def2-TZVPD basis set

As for the energy relative to the best compared isomer or geometry (same formula, charge and spin): 768.9 kJ/mol. As for the total charge: 0. The highest occupied orbital energy (alpha / beta) is -0.16530 / -0.16994 Ha. The expectation value of S² is 2.23. The multiplicity is 3.

The geometry in XYZ format:
```
54
C12H28N6O6PtS ωB97M-V with the def2-TZVPD basis set
O 0.50 -0.58 -5.68
H -0.04 0.05 -5.20
Pt -0.05 0.27 -1.66
N 0.86 1.70 -0.51
N 1.87 0.67 -2.51
N -0.96 -0.81 -0.35
N 0.33 -1.68 -2.22
O 0.61 1.87 0.80
O -1.35 -0.36 0.89
O 1.21 -2.20 -3.08
O 2.60 -0.13 -3.23
C 2.34 1.92 -2.24
C 1.77 2.49 -1.08
C -1.25 -2.09 -0.62
C -0.54 -2.56 -1.74
C 2.17 3.82 -0.51
H 3.21 3.79 -0.15
H 1.50 4.09 0.32
H 2.10 4.59 -1.29
C 3.41 2.48 -3.11
H 3.15 2.39 -4.17
H 4.37 1.94 -2.94
H 3.57 3.53 -2.87
C -2.17 -2.94 0.21
C -0.66 -3.95 -2.31
H -2.75 -2.36 0.94
H -1.62 -3.73 0.78
H -2.91 -3.48 -0.44
H -0.18 -4.01 -3.31
H -1.70 -4.26 -2.40
H -0.17 -4.71 -1.66
H -2.34 -0.21 0.87
H 1.83 -1.43 -3.32
C -1.55 1.45 -1.72
H -1.34 2.51 -2.11
H -2.60 1.47 -1.30
H -1.34 0.89 -2.57
O -4.08 0.25 1.34
H -4.73 -0.34 0.90
H -4.20 1.11 0.97
C 0.86 -1.07 5.26
N 1.18 -0.77 3.87
C 0.74 0.30 3.18
S 1.68 0.69 1.80
N -0.35 0.99 3.51
C -1.48 0.43 4.23
H 0.80 -0.15 5.86
H 1.67 -1.69 5.65
H -0.08 -1.62 5.32
H 2.02 -1.18 3.48
H -0.56 1.76 2.88
H -1.35 0.58 5.31
H -2.39 0.95 3.91
H -1.60 -0.64 4.02
```

Partial atomic charges computed with the Mulliken method, in multiples of e:
1 O -0.97
2 H 0.11
3 Pt 0.94
4 N -0.14
5 N 0.52
6 N -0.82
7 N 0.30
8 O -0.47
9 O 0.22
10 O -0.41
11 O -0.67
12 C 0.49
13 C 0.39
14 C 0.56
15 C 0.31
16 C -1.56
17 H 0.32
18 H 0.32
19 H 0.42
20 C -1.34
21 H 0.36
22 H 0.28
23 H 0.38
24 C -1.31
25 C -1.43
26 H 0.23
27 H 0.30
28 H 0.36
29 H 0.40
30 H 0.38
31 H 0.31
32 H 0.34
33 H 0.60
34 C -0.89
35 H 0.34
36 H 0.22
37 H 0.14
38 O -0.64
39 H 0.30
40 H 0.31
41 C -0.95
42 N -0.22
43 C 0.85
44 S -0.45
45 N -0.16
46 C -1.06
47 H 0.30
48 H 0.36
49 H 0.29
50 H 0.26
51 H 0.29
52 H 0.35
53 H 0.36
54 H 0.28

---

[2]
Molecular formula: C5H8N2
Method: DFT, ωB97M-V with the def2-TZVPD basis set

As for the SMILES: [H]/N=C1\C[C@@]2(C)N[C@@H]12. As for the energy relative to the best compared isomer or geometry (same formula, charge and spin): 245.6 kJ/mol. As for the total charge: 0. The highest occupied orbital energy is -0.35209 Ha.

The geometry in XYZ format:
```
15
C5H8N2 ωB97M-V with the def2-TZVPD basis set
H 1.72 2.50 0.39
N 2.26 1.60 0.57
C 1.32 0.86 0.20
C -0.28 1.11 -0.22
C -0.36 -0.42 -0.15
C -1.53 -1.22 0.35
N 0.54 -1.03 -1.11
C 1.10 -0.60 0.17
H -0.83 1.61 0.58
H -0.55 1.55 -1.18
H -2.38 -1.15 -0.34
H -1.26 -2.28 0.44
H -1.86 -0.86 1.33
H 0.79 -0.40 -1.88
H 1.61 -1.33 0.78
```

Partial atomic charges computed with the Mulliken method, in multiples of e:
1 H 0.28
2 N -0.70
3 C 0.27
4 C -0.84
5 C 0.87
6 C -1.18
7 N -0.61
8 C -0.41
9 H 0.36
10 H 0.29
11 H 0.28
12 H 0.35
13 H 0.30
14 H 0.28
15 H 0.46

---

[3]
Molecular formula: C21H35Cl24N2O3
Method: DFT, ωB97M-V with the def2-TZVPD basis set

As for the total charge: 0. The highest occupied orbital energy (alpha / beta) is -0.31498 / -0.34193 Ha. The expectation value of S² is 0.75. The multiplicity is 2.

The geometry in XYZ format:
```
85
C21H35Cl24N2O3 ωB97M-V with the def2-TZVPD basis set
C 6.72 1.31 -0.57
C 5.50 2.38 -0.31
O 5.10 3.18 -1.48
C 4.18 2.45 -2.37
C 2.67 3.16 -2.46
O 1.63 2.18 -2.82
C 0.92 1.65 -1.64
N 1.74 1.57 -0.37
C -0.44 2.51 -1.28
C -1.48 1.75 -0.27
C -1.02 1.90 1.34
C -2.90 2.62 -0.36
N -1.85 0.34 -0.65
O -2.79 0.30 -1.62
C -0.65 -0.53 -0.98
C -1.28 -1.87 -1.76
C 0.10 -1.16 0.37
C 0.42 0.13 -2.03
H 6.48 0.28 -0.02
H 7.69 1.72 -0.02
H 6.91 1.04 -1.69
H 5.91 3.16 0.50
H 4.62 1.78 0.20
H 4.10 1.29 -2.11
H 4.65 2.50 -3.45
H 2.42 3.83 -1.54
H 2.75 3.90 -3.39
H 2.64 1.06 -0.50
H 1.84 2.48 0.11
H -1.05 2.72 -2.28
H -0.21 3.58 -0.83
H -1.11 0.86 1.89
H -1.79 2.62 1.89
H 0.03 2.41 1.46
H -3.20 2.88 -1.47
H -2.73 3.64 0.21
H -3.76 2.05 0.23
H -0.37 -2.63 -1.84
H -1.57 -1.63 -2.88
H -2.16 -2.37 -1.16
H 0.99 -1.82 -0.07
H 0.60 -0.35 1.04
H -0.60 -1.91 0.96
H -0.12 0.19 -3.09
H 1.35 -0.58 -2.15
C 0.26 -5.14 0.98
Cl 0.54 -5.26 -0.76
Cl 1.37 -3.97 1.71
Cl -1.42 -4.69 1.31
H 0.44 -6.12 1.43
C 1.48 1.11 4.57
Cl 2.36 -0.40 4.88
Cl 1.66 1.59 2.87
Cl -0.23 0.94 5.00
H 1.92 1.89 5.20
C -1.92 0.15 -5.66
Cl -0.22 -0.18 -6.05
Cl -2.69 -1.29 -4.96
Cl -2.05 1.53 -4.55
H -2.44 0.40 -6.58
C 1.64 1.79 8.68
Cl 1.30 2.79 7.26
Cl 2.60 0.37 8.23
Cl 2.46 2.73 9.94
H 0.68 1.44 9.09
C -4.36 1.81 6.33
Cl -4.70 2.82 4.91
Cl -3.40 0.40 5.88
Cl -3.54 2.75 7.58
H -5.32 1.46 6.73
C -1.37 -8.66 3.12
Cl -0.10 -9.00 4.31
Cl -2.53 -7.49 3.78
Cl -0.67 -8.06 1.61
H -1.90 -9.59 2.91
C -5.57 -2.56 -0.18
Cl -4.30 -2.90 1.01
Cl -6.73 -1.39 0.48
Cl -4.87 -1.96 -1.69
H -6.10 -3.49 -0.39
C -0.58 -0.08 -9.85
Cl -0.24 1.51 -10.56
Cl -2.33 -0.29 -9.62
Cl 0.07 -1.37 -10.87
H -0.10 -0.13 -8.87
```

Partial atomic charges computed with the Mulliken method, in multiples of e:
1 C -0.87
2 C 0.17
3 O -0.42
4 C -0.43
5 C -0.20
6 O -0.40
7 C 0.87
8 N -0.51
9 C -1.44
10 C 1.30
11 C -0.63
12 C -1.33
13 N 0.67
14 O -0.40
15 C 0.81
16 C 0.28
17 C -0.81
18 C -0.48
19 H 0.25
20 H 0.26
21 H 0.27
22 H 0.32
23 H -0.06
24 H 0.33
25 H 0.29
26 H 0.19
27 H 0.31
28 H 0.21
29 H 0.46
30 H 0.11
31 H 0.15
32 H 0.09
33 H 0.26
34 H 0.00
35 H 0.20
36 H 0.41
37 H 0.35
38 H 0.11
39 H -0.59
40 H 0.02
41 H 0.32
42 H 0.05
43 H 0.08
44 H -0.88
45 H 0.42
46 C -0.01
47 Cl -0.13
48 Cl -0.11
49 Cl -0.03
50 H 0.28
51 C -0.13
52 Cl -0.13
53 Cl -0.05
54 Cl 0.00
55 H 0.20
56 C 0.10
57 Cl -0.20
58 Cl -0.15
59 Cl -0.05
60 H 0.30
61 C 0.08
62 Cl -0.12
63 Cl -0.11
64 Cl -0.13
65 H 0.29
66 C 0.00
67 Cl -0.11
68 Cl -0.10
69 Cl -0.12
70 H 0.34
71 C 0.01
72 Cl -0.12
73 Cl -0.10
74 Cl -0.11
75 H 0.33
76 C -0.12
77 Cl -0.10
78 Cl -0.14
79 Cl -0.03
80 H 0.36
81 C 0.39
82 Cl -0.12
83 Cl -0.14
84 Cl -0.12
85 H 0.00

---

[4]
Molecular formula: C3H5NS2
Method: DFT, ωB97M-V with the def2-TZVPD basis set

As for the SMILES: N=C=S.CC=S. As for the energy relative to the best compared isomer or geometry (same formula, charge and spin): 148.7 kJ/mol. As for the total charge: 0. The highest occupied orbital energy is -0.32520 Ha.

The geometry in XYZ format:
```
11
C3H5NS2 ωB97M-V with the def2-TZVPD basis set
N -2.11 -1.08 1.19
C -2.40 -0.52 0.14
S -2.89 0.19 -1.11
H -1.24 -1.62 1.33
C 1.46 0.86 0.30
C 0.84 0.00 -0.83
S 1.49 -1.37 -1.36
H 2.56 0.69 0.30
H 1.01 0.49 1.18
H 1.29 1.89 0.21
H -0.02 0.47 -1.35
```

Partial atomic charges computed with the Mulliken method, in multiples of e:
1 N -0.48
2 C 0.55
3 S -0.37
4 H 0.32
5 C -0.79
6 C -0.13
7 S -0.21
8 H 0.29
9 H 0.23
10 H 0.33
11 H 0.27

---

[5]
Molecular formula: C6H11N
Method: DFT, ωB97M-V with the def2-TZVPD basis set

As for the energy relative to the best compared isomer or geometry (same formula, charge and spin): 185.7 kJ/mol. As for the total charge: +1. The highest occupied orbital energy (alpha / beta) is -0.49552 / -0.55019 Ha. The expectation value of S² is 0.78. The multiplicity is 2.

The geometry in XYZ format:
```
18
C6H11N ωB97M-V with the def2-TZVPD basis set
C 1.26 -1.84 0.57
C 1.11 -0.69 -0.42
N -0.12 2.60 0.83
C 0.50 1.76 -0.15
C 0.18 0.40 -0.09
C -1.24 0.11 -0.04
C -2.01 -0.81 -0.71
H 0.34 -2.33 0.98
H 1.85 -1.55 1.49
H 1.85 -2.69 0.04
H 0.77 -1.17 -1.39
H 1.99 -0.19 -0.70
H -1.10 2.33 1.17
H -0.31 3.47 0.45
H 1.14 2.31 -0.84
H -1.60 0.84 0.65
H -3.02 -1.04 -0.38
H -1.59 -1.50 -1.45
```

Partial atomic charges computed with the Mulliken method, in multiples of e:
1 C -1.03
2 C -0.72
3 N -0.41
4 C -0.11
5 C 0.71
6 C -0.26
7 C -0.76
8 H 0.32
9 H 0.34
10 H 0.31
11 H 0.32
12 H 0.42
13 H 0.32
14 H 0.31
15 H 0.41
16 H 0.23
17 H 0.30
18 H 0.29

---

[6]
Molecular formula: C2H3BeO2
Method: DFT, ωB97M-V with the def2-TZVPD basis set

As for the energy relative to the best compared isomer or geometry (same formula, charge and spin): 40.5 kJ/mol. As for the total charge: 0. The highest occupied orbital energy (alpha / beta) is -0.23554 / -0.33265 Ha. The expectation value of S² is 0.75. The multiplicity is 2.

The geometry in XYZ format:
```
8
C2H3BeO2 ωB97M-V with the def2-TZVPD basis set
C -0.12 -0.78 0.06
C 0.97 0.06 0.23
O 0.81 1.39 0.21
O -1.29 -0.08 -0.18
H 0.66 -1.13 -0.86
H -2.00 -0.65 -0.49
Be -0.80 1.54 0.16
H 1.76 -0.36 0.87
```

Partial atomic charges computed with the Mulliken method, in multiples of e:
1 C -0.45
2 C 0.24
3 O -0.39
4 O -0.25
5 H 0.19
6 H 0.42
7 Be -0.16
8 H 0.41